No. 1
Density functional theory data (the ωB97M-V functional and the def2-TZVPD basis) for one molecule with the formula C7H7Cl2NO3S at a distorted geometry.

```
21
Properties=species:S:1:pos:R:3:lowdin_charge:R:1
N -0.073 -0.066 -0.545 0.09
C -1.015 0.780 -1.350 -0.62
C 0.540 -2.158 0.346 -0.01
C 1.063 0.570 -0.061 -0.20
Cl -1.765 2.052 1.356 0.18
H 0.977 2.206 -1.316 0.09
C -0.348 -1.358 -0.288 -0.11
Cl -3.554 -1.601 -0.225 0.19
C 1.923 -0.249 0.562 -0.01
C 1.195 2.008 -0.269 -0.01
O -0.515 1.254 -2.313 0.16
O -1.684 -0.636 1.436 -0.57
H 2.295 -2.086 1.410 0.09
C 1.735 -1.571 0.738 -0.01
H 2.115 2.469 -0.041 0.09
O -2.234 0.608 -1.006 -0.24
H -1.298 -1.683 -0.720 0.06
H 0.325 2.455 0.231 0.03
H 0.206 -3.300 0.340 0.18
H 2.823 0.191 0.904 0.12
S -2.711 0.116 0.808 0.50
```

Output
E_LUMO, eV: -1.0
Multiplicity: 1
HOMO energy, Ha: -0.349
Net charge: 0

---

No. 2
Density functional theory data (the ωB97M-V functional and the def2-TZVPD basis) for one molecule with the formula C7H7ClN2 at a distorted geometry.

```
17
Properties=species:S:1:pos:R:3:lowdin_charge:R:1
N -1.781 2.627 -0.993 0.20
C 1.009 1.011 1.075 -0.13
H -1.699 -1.397 1.364 0.06
H 1.037 0.539 -2.227 0.11
Cl -3.574 -0.849 0.035 0.57
C 1.557 0.946 -0.240 -0.07
N -0.224 0.908 1.317 0.11
C 0.871 0.338 -1.202 -0.10
H -0.958 -0.823 -1.668 0.11
H -2.465 -0.047 1.956 0.10
H 0.196 -1.364 -0.348 0.14
C -0.297 -0.486 -0.869 -0.08
H 2.384 1.472 -0.550 0.08
C -2.096 -0.490 0.957 -0.54
H 1.679 1.405 1.823 0.12
C -1.064 0.491 0.268 -0.50
C -1.498 1.642 -0.453 -0.18
```

Output
E_LUMO, eV: -0.3
Multiplicity: 1
HOMO energy, Ha: -0.359
Net charge: 0
SMILES: N#C[C@@]1(CCl)CC=CC=N1

---

No. 3
Density functional theory data (the ωB97M-V functional and the def2-TZVPD basis) for one molecule with the formula C7H7F2N at a distorted geometry.

```
17
Properties=species:S:1:pos:R:3:lowdin_charge:R:1
C 1.259 -0.284 0.066 0.02
N -0.228 1.427 0.160 0.11
C -2.254 0.192 -0.032 -0.26
H -0.481 2.322 -0.193 0.14
F -2.930 -0.958 -0.186 0.10
H 0.380 -2.863 0.440 0.06
H -1.278 -2.685 0.608 0.10
C 1.151 1.122 0.062 -0.36
F -3.012 1.304 -0.109 0.11
H 2.157 -0.845 0.010 0.12
C -0.402 -2.270 0.091 -0.03
H 1.653 2.992 -0.383 0.04
H -0.404 -2.663 -0.867 0.07
C -0.921 0.206 0.053 -0.16
C 2.126 2.084 -0.050 0.06
H 3.145 1.781 0.212 0.06
C 0.038 -0.862 0.119 -0.18
```

Output
E_LUMO, eV: 0.4
Multiplicity: 1
HOMO energy, Ha: -0.269
Net charge: 0
SMILES: C=c1cc(C)c(=C(F)F)[nH]1